Below is C52H50Cl2EuN5O6 as an isolated structure at a distorted geometry, with properties calculated with ωB97M-V/def2-TZVPD.

Values from the calculation:
- DFT total energy: -118842.2541 eV
- Net charge: -2
- Molar mass: 1063.9 Da
- E_HOMO (alpha / beta): -0.040 / -0.044 hartree
- Frontier orbital gap (alpha / beta): 4.980 / 5.092 eV
- LUMO energy (alpha / beta): 3.8815 / 3.8816 eV
- Spin multiplicity: 7

Last column: Löwdin charge in e.
Cartesian coordinates (Å):
Eu (11.2914, 13.1301, 14.7711)  1.820
Cl (19.2770, 12.8802, 14.8134)  0.599
C (17.5567, 12.6860, 14.7826)  -0.720
C (16.7055, 13.6514, 14.2991)  -0.126
C (15.3814, 13.4523, 14.4868)  -0.028
C (14.7237, 12.3168, 14.9724)  -0.400
O (13.4922, 12.1856, 14.9075)  -0.145
C (15.6479, 11.3668, 15.6008)  -0.124
C (15.2310, 10.1906, 16.3001)  -0.136
N (13.9909, 9.7773, 16.3769)  0.159
C (13.7736, 8.7453, 17.3911)  -0.180
C (14.7238, 8.5850, 18.3742)  -0.067
C (14.5914, 7.7775, 19.6037)  -0.109
C (13.4836, 7.3194, 20.2029)  -0.092
C (12.0573, 7.4330, 19.8401)  -0.159
C (11.1252, 7.2679, 20.9017)  -0.015
C (9.7513, 7.6755, 20.8380)  -0.063
C (9.4787, 8.3426, 19.6768)  -0.146
N (10.3326, 8.4006, 18.6234)  0.124
C (11.5891, 7.9296, 18.6249)  -0.168
C (17.0430, 11.6216, 15.4869)  -0.092
H (17.2112, 14.6032, 14.0717)  0.112
H (14.6510, 14.1780, 14.0110)  0.135
H (16.0914, 9.8734, 16.8800)  0.091
H (15.8044, 8.9095, 18.3008)  0.099
H (15.5846, 7.5988, 20.0541)  0.098
H (13.7111, 6.6330, 21.0209)  0.093
H (11.5163, 6.9053, 21.8710)  0.105
H (8.9711, 7.4799, 21.5238)  0.078
H (8.5356, 8.8261, 19.4168)  0.104
H (17.7421, 11.0368, 16.0317)  0.084
C (12.3225, 16.9177, 20.8398)  -0.056
C (11.6506, 15.6831, 21.2783)  -0.222
C (11.5157, 15.4473, 22.6239)  -0.106
C (10.9556, 14.3268, 23.1296)  -0.136
C (10.4419, 13.4073, 22.2128)  -0.086
C (10.5507, 13.5894, 20.8147)  -0.017
C (11.0813, 14.7606, 20.3632)  -0.237
N (11.1565, 15.1083, 19.0574)  0.134
C (10.8350, 14.1583, 18.0138)  -0.312
N (9.4423, 14.1351, 17.8633)  0.112
C (8.6310, 13.1616, 17.2099)  -0.273
C (9.0044, 12.6491, 15.9854)  -0.148
C (8.1450, 11.6978, 15.4969)  -0.173
C (7.0362, 11.2228, 16.1865)  -0.106
C (6.8216, 11.7316, 17.4673)  -0.121
C (7.6523, 12.6553, 18.0479)  -0.243
C (7.2768, 13.0475, 19.4711)  -0.055
N (11.7122, 13.5244, 17.3166)  0.087
C (13.0298, 13.4458, 17.7950)  -0.229
C (13.4139, 12.2110, 18.3790)  0.007
C (14.6714, 12.1245, 19.0262)  -0.075
C (15.5287, 13.2306, 19.0553)  -0.082
C (15.0805, 14.4513, 18.5126)  -0.042
C (13.8488, 14.5777, 17.8601)  -0.229
C (13.6011, 15.8799, 17.1238)  -0.041
H (12.6456, 17.5104, 21.6725)  0.059
H (11.6924, 17.5371, 20.1729)  0.095
H (13.2490, 16.7047, 20.2332)  0.089
H (11.9257, 16.2550, 23.2594)  0.111
H (10.8417, 14.1466, 24.2497)  0.114
H (10.1138, 12.3794, 22.5366)  0.110
H (10.2326, 12.8953, 20.0445)  0.114
H (12.0260, 15.4843, 18.7617)  0.072
H (8.9620, 14.9856, 18.1494)  0.148
H (8.2949, 11.2924, 14.5172)  0.063
H (6.3103, 10.4492, 15.8543)  0.092
H (6.0451, 11.2657, 17.9462)  0.062
H (7.7091, 13.9473, 19.8648)  0.047
H (7.4718, 12.1467, 20.0739)  0.077
H (6.1869, 13.2110, 19.4862)  0.071
H (12.6882, 11.4821, 18.3922)  0.083
H (14.9590, 11.1774, 19.5538)  0.105
H (16.3662, 13.0744, 19.6256)  0.057
H (15.6646, 15.3490, 18.5285)  0.098
H (13.6599, 16.6273, 17.9190)  0.062
H (12.6543, 16.0005, 16.6383)  0.056
H (14.3923, 16.1040, 16.4344)  0.080
O (10.6250, 15.1947, 14.4459)  -0.590
O (12.1073, 15.0983, 14.5451)  -0.618
C (10.9232, 6.3880, 16.3628)  -0.066
C (12.3767, 6.8788, 16.4486)  -0.512
C (13.2365, 5.6989, 17.0747)  -0.017
C (12.7858, 7.1296, 15.0104)  -0.039
C (12.4008, 8.1273, 17.3176)  -0.152
H (10.8901, 5.4261, 15.8391)  0.078
H (10.2347, 7.0628, 15.8290)  0.102
H (10.4086, 6.2169, 17.2746)  0.055
H (13.1278, 4.8075, 16.4985)  0.066
H (13.0779, 5.4249, 18.1307)  0.080
H (14.1953, 6.0810, 17.1479)  0.040
H (12.3844, 6.3738, 14.3428)  0.087
H (13.8706, 7.2064, 15.0070)  0.086
H (12.3465, 8.0636, 14.7600)  0.056
H (11.8358, 8.8900, 16.7432)  0.148
C (15.8183, 8.8445, 12.7406)  -0.028
C (15.3961, 10.1164, 12.0734)  -0.169
C (16.4124, 10.9803, 11.5736)  -0.059
C (16.0113, 12.1291, 10.8541)  -0.720
Cl (17.2759, 13.0554, 10.1468)  0.629
C (14.7190, 12.5221, 10.7634)  -0.121
C (13.6702, 11.7320, 11.3014)  0.024
C (14.0574, 10.5535, 11.9156)  -0.257
O (13.2368, 9.6232, 12.3356)  -0.030
C (11.8805, 9.6963, 12.2803)  -0.124
C (11.2603, 10.7275, 13.2819)  -0.698
O (10.6671, 11.7812, 12.7477)  -0.198
O (11.3493, 10.5345, 14.4457)  -0.023
H (16.8452, 8.6080, 12.3073)  0.095
H (15.1294, 7.9853, 12.6692)  0.081
H (15.9493, 9.0764, 13.7779)  0.055
H (17.4420, 10.6868, 11.6443)  0.096
H (14.4560, 13.4565, 10.2483)  0.111
H (12.6716, 12.2231, 11.2743)  0.127
H (11.4911, 8.6999, 12.5684)  0.129
H (11.5199, 9.9541, 11.2644)  0.129